(1)
Formula: C2H4O3Pm
Source: OMol25
Level of theory: ωB97M-V/def2-TZVPD

```
10
Properties=species:S:1:pos:R:3:lowdin_charge:R:1
C 0.1998 1.3864 -0.3223 -0.204
O -0.3825 1.7182 0.8289 -0.368
H -0.1427 1.9667 -1.1964 0.130
H 1.3047 1.3203 -0.3035 0.135
O -0.4475 -0.1554 -0.6508 -0.262
C 0.1694 -1.3402 -0.1232 -0.403
O -0.3250 -1.6169 1.1302 -0.372
Pm -1.5789 0.0406 1.5893 2.067
H 1.2667 -1.1723 -0.1070 0.137
H -0.0640 -2.1474 -0.8452 0.139
```

For the HOMO-LUMO gap (alpha / beta), the calculation gives 8.58 / 8.77 eV. The spin multiplicity is 5. Its total energy is -912.445443 Eh. The molar mass comes out at 221.051 g mol⁻¹. The value obtained for the largest force on an atom is 3.23 eV/Å. The total charge is +1. The calculation puts the energy above the lowest of the compared OMol25 structures with the same formula, charge and spin at 0.0 kJ/mol.

(2)
Formula: C5H15N3O
Source: OMol25
Level of theory: ωB97M-V/def2-TZVPD

```
24
Properties=species:S:1:pos:R:3:lowdin_charge:R:1
C -1.0653 -0.7516 1.9352 -0.073
C 0.4635 -0.6659 1.8823 -0.424
C 1.0333 -0.2821 0.4856 -0.132
C 0.1396 0.4468 -0.4783 -0.358
C -0.8017 -0.1127 -1.2271 -0.213
N -1.7690 0.5737 -1.9910 0.047
N 0.3369 1.8798 -0.6245 0.054
N 0.9618 0.3424 2.8278 0.011
H -1.3870 -0.7098 2.9748 0.069
H -1.4009 -1.7261 1.5723 0.074
H -1.5620 -0.0316 1.2958 0.064
H 0.8771 -1.6368 2.1541 0.125
H 1.5306 -1.1447 0.0222 0.111
H 1.8940 0.3647 0.6885 0.102
H -0.9750 -1.1769 -1.0958 0.114
H -1.6275 0.4033 -2.9768 0.063
H -1.6382 1.5526 -1.7714 0.060
H 0.0603 2.4006 0.1914 0.068
H 1.2835 2.0517 -0.9444 0.079
H 0.6600 0.1227 3.7706 0.062
H 0.5413 1.2490 2.6450 0.067
H 0.2518 -1.5954 -3.6713 0.042
H 1.5651 -0.8436 -3.9173 0.040
O 0.6279 -0.7105 -3.7477 -0.052
```

For the HOMO-LUMO gap, the calculation gives 8.73 eV. Its total energy is -438.978130 Eh. The molar mass comes out at 133.195 g mol⁻¹. The value obtained for the largest force on an atom is 1.10 eV/Å. Its SMILES is C[C@H](N)C/C(N)=C/N.O. The calculation puts the energy above the lowest of the compared OMol25 structures with the same formula, charge and spin at 149.2 kJ/mol.

(3)
Formula: C33H81N7O3
Source: OMol25
Level of theory: ωB97M-V/def2-TZVPD

```
124
Properties=species:S:1:pos:R:3:lowdin_charge:R:1
C -6.1571 -0.4616 -1.7446 -0.111
C -6.7981 0.7648 -1.2691 -0.314
N -6.0081 1.4647 -0.2658 -0.161
C -6.6985 2.4918 0.5544 -0.243
C -5.7393 2.8285 1.6940 -0.099
C -4.9170 2.0278 -1.0632 -0.230
C -3.5729 1.2310 -0.6923 -0.065
H -5.2222 -0.2245 -2.2523 0.039
H -6.7569 -0.7668 -2.6020 0.085
H -6.0060 -1.1738 -0.9334 0.096
H -7.1147 1.3746 -2.1153 0.118
H -7.7050 0.4804 -0.7354 0.115
H -6.7310 3.4557 0.0465 0.101
H -7.7092 2.3097 0.9197 0.112
H -5.5585 1.8974 2.2310 0.077
H -4.8553 3.2327 1.2007 0.057
H -5.9866 3.6810 2.3266 0.071
H -4.7400 3.0965 -0.9423 0.111
H -4.9666 1.9877 -2.1513 0.090
H -3.2287 1.6913 0.2339 0.065
H -2.7448 1.4981 -1.3488 0.031
H -3.5689 0.1413 -0.7142 0.052
C 7.3780 2.2655 -0.4776 -0.079
C 6.6458 3.0495 -1.5941 -0.215
N 5.2038 2.6656 -1.5071 -0.202
C 4.3561 3.5469 -0.7657 -0.234
C 4.6178 3.6374 0.8152 -0.069
C 4.6980 2.4968 -2.8612 -0.282
C 3.3825 1.8404 -2.8195 -0.113
H 6.8248 2.1799 0.4577 0.056
H 8.3826 2.6145 -0.2386 0.070
H 7.4481 1.2761 -0.9295 0.039
H 6.6862 4.1106 -1.3478 0.102
H 7.1814 2.9099 -2.5332 0.113
H 4.5505 4.5573 -1.1254 0.109
H 3.3086 3.2666 -0.8760 0.089
H 5.5357 4.0194 1.2621 0.063
H 3.7878 4.1985 1.2446 0.069
H 4.5386 2.6101 1.1709 0.043
H 5.3652 1.7617 -3.3110 0.114
H 4.6828 3.4323 -3.4205 0.126
H 2.5627 2.5384 -2.6495 0.067
H 3.2899 1.0689 -2.0550 0.070
H 3.1491 1.4761 -3.8199 0.078
C 0.6800 -0.7116 6.2471 -0.073
C -0.5736 -0.4889 7.1279 -0.215
N -1.4516 -1.6003 6.6959 -0.210
C -1.6024 -2.7843 7.5583 -0.257
C -0.2854 -3.5330 7.6831 -0.099
C -2.7709 -1.1569 6.2637 -0.259
C -3.7203 -0.5372 7.3528 -0.081
H 1.2252 -1.4118 6.8799 0.051
H 1.2737 0.2024 6.2250 0.061
H 0.4982 -1.0524 5.2278 0.069
H -0.4551 -0.5990 8.2059 0.112
H -1.1383 0.4384 7.0318 0.106
H -1.9351 -2.5028 8.5574 0.099
H -2.3437 -3.4970 7.1968 0.116
H -0.3061 -4.4746 8.2320 0.071
H 0.0661 -3.7188 6.6682 0.076
H 0.5403 -2.9638 8.1101 0.056
H -3.3112 -2.0081 5.8493 0.095
H -2.8625 -0.6163 5.3217 0.107
H -3.7421 0.5525 7.3562 0.058
H -3.3324 -0.7520 8.3486 0.054
H -4.7284 -0.9489 7.4014 0.064
C -3.2533 -2.2073 -3.6490 -0.063
C -2.0046 -2.1205 -2.7463 -0.263
N -0.6857 -2.2891 -3.3060 -0.174
C -0.5741 -3.6130 -3.8778 -0.240
C -0.7000 -5.0420 -3.1648 -0.065
C 0.3606 -1.9690 -2.2917 -0.223
C 1.5765 -1.3637 -2.9368 -0.075
H -3.4093 -3.1916 -4.0906 0.064
H -3.1981 -1.5700 -4.5316 0.060
H -4.1930 -1.8457 -3.2315 0.047
H -2.1360 -1.2577 -2.0933 0.088
H -2.0815 -2.8490 -1.9391 0.112
H 0.4006 -3.6072 -4.3656 0.100
H -1.1850 -3.6726 -4.7785 0.102
H -1.6768 -5.5252 -3.1876 0.058
H -0.2881 -5.0149 -2.1560 0.053
H -0.0625 -5.7767 -3.6567 0.059
H -0.0955 -1.2189 -1.6456 0.081
H 0.6255 -2.8302 -1.6782 0.112
H 2.3557 -0.9437 -2.3007 0.052
H 2.1375 -2.1282 -3.4743 0.067
H 1.3059 -0.6371 -3.7029 0.054
C -0.0328 1.0056 -0.0488 -0.375
O 0.0351 2.1167 -0.4553 0.045
N 0.9395 0.3930 0.7110 -0.143
C 0.7402 -0.9623 1.4100 -0.020
C 2.2031 1.0466 1.1436 -0.034
H -0.8758 0.3169 -0.2144 0.111
H 1.4524 -1.6434 0.9442 0.059
H -0.2601 -1.3951 1.4236 0.082
H 1.0736 -0.8167 2.4375 0.072
H 2.1297 1.4543 2.1518 0.097
H 2.9400 0.2480 1.0580 0.050
H 2.4462 1.9009 0.5118 0.055
C 4.6943 -1.4133 0.4235 -0.345
O 4.0303 -1.8769 1.3569 -0.009
N 5.2519 -2.0838 -0.5965 -0.170
C 6.3242 -1.4739 -1.4114 -0.028
C 4.8690 -3.4567 -0.8884 -0.050
H 4.9408 -0.3402 0.4308 0.126
H 6.4532 -0.4180 -1.1735 0.053
H 6.1317 -1.5864 -2.4783 0.084
H 7.2258 -2.0546 -1.2164 0.091
H 4.8982 -3.7076 -1.9488 0.087
H 5.3557 -4.2109 -0.2701 0.092
H 3.8046 -3.6200 -0.7195 0.081
C -1.2068 2.8142 -3.1910 -0.331
O -1.8658 3.5731 -2.4781 -0.003
N -1.6171 2.0848 -4.2758 -0.184
C -2.9929 2.0204 -4.7329 -0.055
C -0.7839 1.1141 -4.9703 -0.050
H -0.1347 2.6504 -3.0011 0.115
H -3.0412 2.2614 -5.7948 0.094
H -3.6509 2.8008 -4.3506 0.081
H -3.4319 1.1362 -4.2706 0.082
H -1.2955 0.1701 -4.7826 0.070
H -0.6315 1.3070 -6.0322 0.092
H 0.1471 0.9317 -4.4336 0.061
```

For the HOMO-LUMO gap, the calculation gives 8.63 eV. Its total energy is -1914.734323 Eh. The molar mass comes out at 624.057 g mol⁻¹. The value obtained for the largest force on an atom is 3.36 eV/Å. Its SMILES is CCN(CC)CC.CCN(CC)CC.CCN(CC)CC.CCN(CC)CC.CN(C)C=O.CN(C)C=O.CN(C)C=O. The calculation puts the energy above the lowest of the compared OMol25 structures with the same formula, charge and spin at 564.1 kJ/mol.

(4)
Formula: CHF3NO4S2
Source: OMol25
Level of theory: ωB97M-V/def2-TZVPD

```
12
Properties=species:S:1:pos:R:3:lowdin_charge:R:1
C 0.6624 2.2978 2.0565 -0.633
N -1.0649 1.1421 0.2100 -0.385
O -0.8062 -0.8445 1.7851 -0.433
O -2.0197 -1.3017 -0.6823 -0.556
O 1.3745 1.2072 -0.2534 -0.347
O 0.0268 3.2801 -0.3716 -0.304
F -0.3554 2.7266 2.8223 0.119
F 1.2419 1.2183 2.6144 0.105
F 1.6119 3.2391 2.0863 0.103
S -0.9241 -0.4346 0.3778 0.702
S 0.2331 1.9746 0.2044 0.528
H 0.3098 -1.0282 -0.1683 0.102
```

For the HOMO-LUMO gap, the calculation gives 9.85 eV. Its total energy is -1490.383152 Eh. The molar mass comes out at 212.150 g mol⁻¹. The value obtained for the largest force on an atom is 7.08 eV/Å. The total charge is -1. The calculation puts the energy above the lowest of the compared OMol25 structures with the same formula, charge and spin at 187.5 kJ/mol.

(5)
Formula: C2H3O2
Source: OMol25
Level of theory: ωB97M-V/def2-TZVPD

```
7
Properties=species:S:1:pos:R:3:lowdin_charge:R:1
C -0.2429 -0.3827 -0.0153 0.317
C 0.9174 0.3164 0.0251 -0.017
O 3.2685 0.1571 -0.0236 0.282
O 2.1165 -0.3220 0.0384 0.081
H -1.1196 0.1479 -0.2266 0.111
H -0.3623 -1.3956 0.0266 0.093
H 0.8265 1.3080 -0.2544 0.134
```

For the HOMO-LUMO gap (alpha / beta), the calculation gives 7.90 / 7.74 eV. Its total energy is -227.923281 Eh. The molar mass comes out at 59.044 g mol⁻¹. The value obtained for the largest force on an atom is 2.78 eV/Å. The total charge is +1. The calculation puts the energy above the lowest of the compared OMol25 structures with the same formula, charge and spin at 559.0 kJ/mol.